Below is C5H9N in the gas phase in a non-equilibrium geometry, with properties calculated with ωB97M-V with the def2-TZVPD basis set.

Geometry (Å):
C  1.85438  0.17821  -0.58474
C  0.36584  0.18405  -0.71243
C  -0.49121  1.20406  -0.03624
N  -0.82050  0.80518  1.45821
C  -0.51495  -0.20250  0.48035
C  -1.59014  -1.21576  0.21515
H  2.23706  -0.84583  -0.62374
H  2.18894  0.63359  0.35244
H  2.30278  0.73633  -1.41245
H  0.02201  -0.17284  -1.67719
H  0.01945  2.15102  0.08471
H  0.01612  1.00909  2.00486
H  -1.13664  -2.19483  0.03094
H  -2.19553  -0.94572  -0.65598
H  -2.25759  -1.32405  1.07609

Charge ... 0
E_tot ... -250.43446 hartree
Energy above the lowest of the compared OMol25 structures with the same formula, charge and spin ... 6.326 eV
SMILES ... C[C@@H]1[C@@H]2N[C@]12C
Frontier orbital gap (spin up / spin down) ... 7.46 / 7.46 eV
LUMO energy (spin up / spin down) ... 0.3 / 0.3 eV
Maximum force ... 4.2 eV/A
Molecular weight ... 83.1 g mol⁻¹

=====

Below is a molecular structure, AsB3F14H4MnNO3 in a non-equilibrium geometry, with properties calculated with ωB97M-V with the def2-TZVPD basis set.

Geometry (Å):
Mn  -5.83570  -9.67153  16.99341
N  -8.13568  -10.13924  18.51115
O  -9.14877  -10.47231  19.10103
O  -7.86888  -8.95024  18.22912
O  -7.26825  -10.98734  18.14194
B  -4.03869  -10.98681  16.75717
H  -4.78076  -10.77707  15.85549
H  -4.64985  -11.13894  17.76737
H  -3.37215  -11.95492  16.48561
H  -3.28617  -10.04124  16.81840
As  -8.11963  -11.59166  14.43165
F  -8.56997  -10.28533  13.38905
F  -7.07630  -10.52946  15.37909
F  -7.63314  -12.93342  15.38282
F  -9.19228  -12.64693  13.52576
F  -6.81214  -11.93427  13.34508
F  -9.41928  -11.20036  15.49094
B  -5.47093  -7.29206  14.81732
F  -5.83933  -5.92401  14.74334
F  -6.30742  -7.90762  15.82249
F  -5.69437  -7.90521  13.59648
F  -4.13874  -7.39494  15.19615
B  -4.22137  -8.42189  19.73570
F  -4.90182  -7.75648  20.77237
F  -5.05663  -8.44967  18.55476
F  -3.05791  -7.68464  19.41820
F  -3.90081  -9.71493  20.13573

Charge ... -3
E_tot ... -5142.89635 hartree
Frontier orbital gap (spin up / spin down) ... 8.35 / 9.00 eV
LUMO energy (spin up / spin down) ... 7.7 / 7.7 eV
Spin multiplicity ... 6
Expectation value of S² ... 8.7526
Maximum force ... 1.6 eV/A
Molecular weight ... 494.3 g mol⁻¹

=====

Below is C6H9N3O5 in the gas phase in a non-equilibrium geometry, with properties calculated with ωB97M-V with the def2-TZVPD basis set.

Geometry (Å):
C  0.62653  -1.91754  1.77454
C  -1.36492  -0.81482  0.68226
C  -0.16201  1.75026  -2.45284
C  0.06318  1.11588  1.11118
C  -0.34085  0.29993  -2.15401
C  0.45568  -0.14951  -0.93086
N  -0.90411  -1.75297  1.44712
N  1.16723  -2.44428  0.74358
N  -0.24482  0.14822  0.30305
O  0.95225  -1.48395  2.85811
O  -2.44473  -0.57015  0.21507
O  0.41995  2.54430  -1.74481
O  -0.48276  1.14535  2.29161
O  0.86282  2.09166  0.79148
H  -0.59466  2.08093  -3.40846
H  -0.05329  -0.26926  -3.04048
H  -1.40856  0.10907  -1.99068
H  1.43421  0.33847  -0.91462
H  0.61755  -1.23800  -0.90058
H  -1.54450  -2.45743  1.78241
H  2.15201  -2.63868  0.89629
H  -0.10638  1.84611  2.84796
H  0.90021  2.26642  -0.20731

Charge ... 0
E_tot ... -774.33679 hartree
Frontier orbital gap (spin up / spin down) ... 7.56 / 4.14 eV
LUMO energy (spin up / spin down) ... 0.3 / -4.1 eV
Spin multiplicity ... 3
Expectation value of S² ... 2.0058
Maximum force ... 5.2 eV/A
Molecular weight ... 203.2 g mol⁻¹

=====

Below is a molecular structure, C37H44AsHfN6OP2Se4Te in a non-equilibrium geometry, with properties calculated with ωB97M-V with the def2-TZVPD basis set.

Geometry (Å):
Hf  2.01991  0.70991  0.61599
Se  0.98262  -0.45056  2.90579
Se  3.63148  1.33860  2.63507
Se  3.86797  3.43033  1.61221
Se  3.75417  2.68826  -0.60960
C  0.54053  5.92196  -0.08427
N  0.35986  4.71545  0.71698
C  0.15658  4.84105  2.15400
C  0.58659  3.49778  0.20628
N  0.68746  2.41456  0.92830
N  0.67911  3.44119  -1.16824
C  0.93916  2.36357  -1.97265
N  0.93381  2.63629  -3.29114
N  1.18193  1.19030  -1.48602
H  0.46332  6.78748  0.56408
H  -0.23358  6.01890  -0.85181
H  1.53245  5.94134  -0.54278
H  -0.07977  5.87446  2.38413
H  1.05454  4.56269  2.71279
H  -0.68304  4.22310  2.47838
H  0.52969  2.59822  1.91267
H  0.59719  4.32029  -1.64474
H  0.74710  3.55229  -3.65457
H  1.16992  1.91288  -3.94525
H  1.34114  0.50954  -2.22026
Te  -0.66172  -2.17205  2.29606
C  -2.23530  -1.50640  3.56763
C  -2.18223  -0.33298  4.29829
C  -3.22895  -0.06131  5.16845
N  -4.27253  -0.86484  5.33319
C  -4.30952  -1.98999  4.62883
C  -3.30953  -2.36561  3.74246
C  -1.22333  -1.47870  0.29274
P  -1.94794  0.15204  0.80534
C  -2.40641  1.18666  -0.65535
C  -2.89165  2.45100  -0.31089
C  -3.33642  3.33906  -1.27714
C  -3.28664  2.97860  -2.61696
C  -2.80385  1.72795  -2.97217
C  -2.36621  0.83709  -1.99923
C  -3.70075  -0.39390  1.08382
C  -4.53930  0.43586  1.82530
C  -5.85344  0.07470  2.07895
C  -6.34708  -1.12907  1.59676
C  -5.52296  -1.95982  0.85409
C  -4.20795  -1.59484  0.59830
P  0.50419  -1.42628  -0.35793
C  0.28038  -1.84718  -2.13199
C  1.39686  -1.78275  -2.96695
C  1.29493  -2.11308  -4.31028
C  0.07111  -2.50917  -4.83257
C  -1.03917  -2.59038  -4.00396
C  -0.93617  -2.26414  -2.65858
C  1.14119  -3.07347  0.18971
C  0.47019  -4.24125  -0.17649
C  0.93949  -5.47635  0.23724
C  2.07715  -5.56416  1.02803
C  2.75485  -4.41098  1.39256
C  2.29455  -3.17175  0.96897
H  -1.35208  0.35526  4.20753
H  -3.23161  0.84711  5.76159
H  -5.17730  -2.62089  4.78597
H  -3.37915  -3.29959  3.19845
H  -2.93976  2.72665  0.73771
H  -3.72992  4.30631  -0.98604
H  -3.63945  3.66310  -3.37925
H  -2.78291  1.43655  -4.01580
H  -2.01618  -0.14058  -2.29038
H  -4.15460  1.36736  2.22608
H  -6.48805  0.72815  2.66398
H  -7.36979  -1.41842  1.80226
H  -5.90448  -2.89906  0.47227
H  -3.57226  -2.25142  0.01885
H  2.35630  -1.48911  -2.54725
H  2.16728  -2.06718  -4.95045
H  -0.01361  -2.76666  -5.88014
H  -1.99060  -2.91220  -4.40731
H  -1.80002  -2.32920  -2.00764
H  -0.41613  -4.17544  -0.79534
H  0.41471  -6.37646  -0.05567
H  2.43606  -6.52820  1.36396
H  3.63747  -4.47240  2.01697
H  2.82958  -2.27913  1.25307
C  6.30656  0.29672  0.65551
As  5.07877  -0.52002  -0.57729
C  5.44005  0.10320  -2.37158
C  5.51295  -2.40380  -0.59206
O  3.44630  -0.45783  -0.16208
H  7.31255  0.04928  0.31164
H  6.13773  -0.10865  1.64970
H  6.17133  1.37525  0.67236
H  6.48567  -0.12377  -2.58056
H  5.27942  1.17565  -2.42598
H  4.80082  -0.41743  -3.08285
H  6.52703  -2.55185  -0.95959
H  4.80609  -2.93651  -1.22626
H  5.43527  -2.78716  0.42407

Charge ... +1
E_tot ... -14680.32146 hartree
Energy above the lowest of the compared OMol25 structures with the same formula, charge and spin ... 0.604 eV
Frontier orbital gap ... 6.83 eV
LUMO energy ... -2.2 eV
Maximum force ... 1.7 eV/A
Molecular weight ... 1347.6 g mol⁻¹

=====

Below is a molecular structure, C26H48AlCl4F8KN5O7S in a non-equilibrium geometry, with properties calculated with ωB97M-V with the def2-TZVPD basis set.

Geometry (Å):
N  -2.24000  -1.04212  -3.24116
C  -1.15553  -1.69267  -3.60429
N  -0.56609  -2.59759  -2.68160
C  -0.17154  -3.91450  -3.26770
C  -0.19814  -3.87089  -4.76861
C  0.40395  -2.53572  -5.08441
N  -0.59287  -1.45839  -4.81813
C  0.04924  -0.04796  -4.79714
C  1.25677  -0.17059  -5.69592
C  2.36300  -0.65075  -4.78458
F  3.05648  -1.71096  -5.19377
C  2.60975  -0.17884  -3.54636
F  2.63087  -0.94722  -2.45356
F  2.83346  1.08659  -3.26995
H  -2.86332  -0.62433  -3.91882
H  -2.45426  -0.96350  -2.25419
H  0.22598  -2.15169  -2.22487
H  0.85391  -4.16633  -3.01092
H  -0.78978  -4.73197  -2.88939
H  0.46889  -4.62234  -5.18804
H  -1.20688  -3.99576  -5.16139
H  1.24922  -2.39561  -4.41573
H  0.77286  -2.50520  -6.09634
H  -0.67825  0.69137  -5.12913
H  0.36724  0.30136  -3.81746
H  1.12758  -0.80501  -6.55871
H  1.51794  0.80598  -6.11563
F  -2.04878  0.31378  0.46350
C  -1.57320  -0.65134  1.29151
C  -1.31437  -0.34870  2.61119
C  -0.83943  -1.37504  3.41866
C  -0.61082  -2.63676  2.89321
C  -0.87955  -2.92674  1.56347
C  -1.37725  -1.91577  0.75632
H  -1.48318  0.64399  3.00204
H  -0.66204  -1.19758  4.46777
H  -0.23391  -3.40350  3.55975
H  -0.70616  -3.91129  1.14676
H  -1.60730  -2.10385  -0.28541
F  5.06235  -4.60316  -5.68144
Al  4.07820  -5.15019  -4.45291
F  4.46209  -4.39467  -2.98572
F  4.14775  -6.80761  -4.26620
F  2.44266  -4.70148  -4.77836
N  1.05915  -2.97672  5.80023
H  1.38531  -3.01918  6.77809
H  0.19168  -3.49657  5.68817
H  0.90174  -1.97348  5.57999
H  1.77353  -3.34902  5.17793
C  -2.75342  -1.30772  7.69585
C  -1.29021  -0.96326  7.47937
O  -1.17317  0.01570  6.42318
H  -3.18940  -1.71935  6.78344
H  -2.87584  -2.03395  8.50126
H  -3.32188  -0.41204  7.95084
H  -0.71185  -1.84281  7.21939
H  -0.86099  -0.52764  8.38134
H  -1.71951  0.74294  6.74147
C  4.41582  0.17056  8.41944
C  3.60763  1.33847  7.83961
C  2.17582  0.83858  7.63657
S  1.91635  -0.44150  8.83756
O  1.73892  -1.68624  8.09390
O  0.96597  -0.04404  9.84524
C  3.56659  -0.43732  9.53179
H  5.38865  0.48897  8.78972
H  4.57876  -0.57592  7.63854
H  3.61237  2.17754  8.53887
H  4.03131  1.69091  6.90116
H  1.44289  1.62624  7.78158
H  2.04460  0.34350  6.64796
H  3.86413  -1.44856  9.80134
H  3.53990  0.19215  10.41997
O  -2.27705  3.67633  -6.43701
C  -2.78204  4.17090  -5.46318
O  -3.05070  3.37811  -4.39494
C  -3.50109  3.91757  -3.14001
C  -5.00036  4.12004  -3.11826
C  -3.19943  5.62362  -5.43545
H  -2.96181  4.82960  -2.89240
H  -3.22027  3.17376  -2.39101
H  -5.31940  4.84424  -3.86660
H  -5.32053  4.47467  -2.13901
H  -5.51151  3.18238  -3.33801
H  -4.17416  5.71499  -5.91251
H  -2.47211  6.19293  -6.00828
H  -3.24558  6.06125  -4.44167
C  -0.66872  6.28886  -0.89026
N  -1.77064  7.24898  -1.18056
O  -1.49876  8.42760  -1.21690
O  -2.88098  6.77812  -1.35924
H  0.24669  6.85169  -0.75482
H  -0.93635  5.75039  0.01351
H  -0.59413  5.61366  -1.73754
C  1.44998  0.70466  -9.85526
Cl  2.75001  0.17910  -8.79486
Cl  1.08451  -0.52011  -11.06437
Cl  0.01917  1.07485  -8.88272
H  1.76201  1.60483  -10.36770
Cl  1.49405  0.38735  4.55358
K  2.16460  -5.26394  -2.16608

Charge ... +1
E_tot ... -5700.06683 hartree
Frontier orbital gap ... 5.89 eV
LUMO energy ... -3.7 eV
Maximum force ... 2.5 eV/A
Molecular weight ... 934.6 g mol⁻¹